{"formula": "C4H10BNO", "method": "ωB97M-V with the def2-TZVPD basis set", "species": ["B", "C", "C", "C", "C", "N", "O", "H", "H", "H", "H", "H", "H", "H", "H", "H", "H"], "xyz": [[0.432, 1.304, -0.990], [0.637, -0.191, 0.973], [0.057, 0.060, -0.214], [0.403, -1.370, 1.851], [-1.016, -0.842, -0.794], [0.656, 1.820, -2.218], [0.551, 3.083, 0.888], [1.357, 0.531, 1.329], [-0.603, -1.765, 1.743], [0.568, -1.099, 2.890], [1.108, -2.159, 1.594], [-1.659, -0.287, -1.471], [-0.563, -1.664, -1.348], [-1.632, -1.269, -0.005], [0.741, 1.250, -3.051], [0.846, 2.797, -2.384], [-0.108, 3.683, 0.538]], "atomic_forces_ev_per_a": [[-0.05, 1.14, 2.31], [0.12, 0.34, -0.36], [-0.11, -0.12, 0.25], [-0.14, 0.16, -0.08], [0.24, 0.05, 0.01], [0.18, 0.34, -0.46], [0.31, -1.96, -1.90], [0.05, 0.20, 0.06], [-0.04, -0.11, 0.01], [0.01, -0.03, 0.08], [0.08, -0.16, 0.02], [-0.15, -0.03, -0.10], [-0.06, -0.10, -0.09], [-0.06, 0.01, -0.05], [-0.05, -0.01, 0.24], [-0.04, 0.02, 0.18], [-0.28, 0.26, -0.11]], "nbo_charge": [1.21, 0.00, -0.53, -0.67, -0.62, -1.14, -1.09, 0.23, 0.22, 0.23, 0.23, 0.21, 0.22, 0.22, 0.42, 0.44, 0.42], "spin_multiplicity": 1, "e_homo_ev": [-8.05, -8.05], "e_tot_ha": -313.17729, "lumo_energy_ev": [0.16, 0.16], "max_force_ev_per_a": 2.75}